P:
Formula: C6H8S
Source: OMol25
Level of theory: ωB97M-V/def2-TZVPD

Computed properties:
Structure (SMILES) ... C/C=C(\C)C=C=S
Total charge ... 0
Lowest unoccupied orbital energy ... -0.2 eV

Positions of all 15 atoms, in Å:
C 0.671 -1.587 -0.682
C 0.217 -0.277 -0.023
C 0.359 -2.318 -1.775
C 0.624 0.399 1.121
C -0.906 0.275 -0.870
C 0.033 1.664 1.638
S 0.042 -3.190 -3.023
H 1.450 -2.090 -0.107
H 1.434 -0.030 1.692
H -1.321 1.201 -0.489
H -1.705 -0.463 -0.935
H -0.550 0.448 -1.885
H 0.143 2.482 0.926
H 0.538 1.942 2.562
H -1.030 1.547 1.852

=====

Q:
Formula: C6H8S
Source: OMol25
Level of theory: ωB97M-V/def2-TZVPD

Computed properties:
Total charge ... 0
Lowest unoccupied orbital energy ... 1.0 eV

Positions of all 15 atoms, in Å:
C -0.358 -1.336 1.110
C 0.565 0.795 0.874
C 0.081 1.658 -0.213
C -0.357 1.048 -1.310
C -0.121 -0.466 -1.209
C 0.555 -0.614 0.166
H -1.256 -1.700 0.678
H 0.178 -2.134 1.643
H 1.434 1.165 1.407
H -0.121 2.745 -0.114
H -0.874 1.607 -2.034
H 0.393 -0.797 -2.071
H -1.030 -1.044 -1.148
H 1.540 -1.032 0.112
S -0.629 0.104 2.108

=====

Which structure is most stable? Q, by 0.0291 hartree over the runner-up.

=====

P:
Formula: C2H6N4S
Source: OMol25
Level of theory: ωB97M-V/def2-TZVPD

Computed properties:
Structure (SMILES) ... Cc1nn[nH]n1.S
Total charge ... 0
Lowest unoccupied orbital energy ... 0.9 eV

Positions of all 13 atoms, in Å:
C -0.612 -0.699 -0.656
C 0.043 -0.341 -1.957
N -0.060 -1.392 0.359
N -0.912 -1.473 1.305
N -1.771 -0.199 -0.299
N -1.976 -0.725 0.900
S 0.905 1.491 1.779
H 0.122 -1.175 -2.612
H 1.001 0.207 -1.837
H -0.650 0.356 -2.481
H 2.120 1.227 2.069
H -2.820 -0.675 1.499
H 1.210 2.583 1.006

=====

Q:
Formula: C2H6N4S
Source: OMol25
Level of theory: ωB97M-V/def2-TZVPD

Computed properties:
Total charge ... 0
Lowest unoccupied orbital energy ... 0.5 eV

Positions of all 13 atoms, in Å:
C 1.148 -0.895 -1.169
C -1.870 0.354 0.153
N 1.300 1.360 1.517
N 1.703 0.804 0.455
N 0.265 0.716 2.190
N 0.959 -0.220 0.062
S -0.380 -0.437 1.205
H 0.311 -0.706 -1.859
H 2.144 -0.532 -1.460
H 1.143 -2.105 -1.021
H -2.445 -0.259 -0.499
H -1.675 1.206 -0.488
H -2.602 0.712 0.913

=====

Which structure is most stable? P, by 0.1252 hartree over the runner-up.

=====

P:
Formula: C2H6N4S
Source: OMol25
Level of theory: ωB97M-V/def2-TZVPD

Computed properties:
Total charge ... 0
Lowest unoccupied orbital energy ... -0.1 eV

Positions of all 13 atoms, in Å:
C -1.120 -0.637 -1.888
C -0.493 1.009 2.509
N 2.215 -1.277 -1.540
N 1.101 -1.398 -2.136
N 2.365 -0.341 -0.712
N 0.130 -0.602 -1.625
S 0.995 0.508 -0.480
H -1.170 0.822 1.504
H -1.391 -1.546 -2.439
H -1.722 0.171 -1.389
H 0.497 1.261 2.095
H -0.498 0.136 3.263
H -0.908 1.895 2.836

=====

Q:
Formula: C2H6N4S
Source: OMol25
Level of theory: ωB97M-V/def2-TZVPD

Computed properties:
Total charge ... 0
Lowest unoccupied orbital energy ... 0.6 eV

Positions of all 13 atoms, in Å:
C 0.075 -2.087 0.180
C -1.293 1.888 -0.390
N 2.032 0.472 0.004
N 1.112 -0.068 0.579
N 3.031 1.004 -0.105
N -0.008 -0.638 -0.003
S -1.472 0.225 0.493
H 0.838 -2.412 -0.505
H 0.471 -2.284 1.133
H -0.875 -2.489 0.093
H -0.481 2.422 0.106
H -2.223 2.311 -0.120
H -1.207 1.656 -1.465

=====

R:
Formula: C2H6N4S
Source: OMol25
Level of theory: ωB97M-V/def2-TZVPD

Computed properties:
Structure (SMILES) ... [H]/N=C(/NN)SN=C
Total charge ... 0
Lowest unoccupied orbital energy ... 0.6 eV

Positions of all 13 atoms, in Å:
C 0.652 0.576 0.005
C -3.025 -0.311 0.093
H 2.558 -1.410 0.798
H 3.075 -1.047 -0.687
H 2.556 1.007 0.115
H -0.758 1.997 0.193
H -3.311 -1.391 0.302
H -3.888 0.545 -0.094
N 2.252 -1.087 -0.125
N 1.876 0.222 -0.038
N 0.280 1.810 -0.109
N -1.818 0.029 -0.343
S -0.450 -0.940 -0.109

=====

Which structure is most stable? R, by 0.0390 hartree over the runner-up.

=====

P:
Formula: C7H12N3O2S
Source: OMol25
Level of theory: ωB97M-V/def2-TZVPD

Computed properties:
Total charge ... +1
Lowest unoccupied orbital energy ... -3.9 eV

Positions of all 25 atoms, in Å:
C 0.599 -0.231 0.182
C 0.469 0.806 -0.789
C -0.484 -0.160 1.060
C 0.213 -0.239 -2.895
C -2.456 1.490 1.141
C 0.786 -1.794 2.833
C 1.050 0.830 -2.163
N -0.587 1.535 -0.389
N -1.281 0.908 0.601
N 1.564 -1.281 0.063
O 2.688 -0.927 -0.114
O 1.266 -2.447 0.020
S -0.856 -1.060 2.470
H 0.524 -1.285 -2.710
H 0.383 -0.092 -3.906
H -0.723 -0.227 -2.377
H -2.701 1.079 2.143
H -2.322 2.531 1.213
H -3.355 1.316 0.451
H 0.581 -2.082 3.844
H 1.632 -0.979 2.789
H 0.962 -2.685 2.095
H 0.824 1.891 -2.608
H 2.113 0.735 -2.007
H -0.891 2.367 -0.946

=====

Q:
Formula: C7H12N3O2S
Source: OMol25
Level of theory: ωB97M-V/def2-TZVPD

Computed properties:
Total charge ... +1
Lowest unoccupied orbital energy (spin up / spin down) ... -4.3 / -4.3 eV

Positions of all 25 atoms, in Å:
C 0.246 0.619 0.454
C 0.203 -0.634 0.929
C 0.119 0.389 -1.258
C -1.345 -1.256 2.827
C 0.134 -1.783 -2.495
C 0.585 3.134 -2.184
C 0.099 -1.192 2.276
N 0.085 -1.567 -0.125
N -0.085 -0.926 -1.342
N 0.554 1.774 1.230
O 0.542 1.697 2.444
O 0.889 2.748 0.573
S 0.278 1.400 -2.635
H -1.388 -1.591 3.793
H -1.992 -1.830 2.044
H -1.832 -0.381 2.893
H 0.410 -1.222 -3.307
H 0.805 -2.582 -2.451
H -0.859 -2.125 -2.890
H 1.283 3.285 -1.393
H -0.188 3.591 -1.598
H 0.733 3.560 -3.276
H 0.501 -2.220 2.362
H 0.673 -0.576 2.872
H -0.450 -2.313 0.258

=====

Which structure is most stable? P, by 0.0516 hartree over the runner-up.

=====

P:
Formula: C6H14P2
Source: OMol25
Level of theory: ωB97M-V/def2-TZVPD

Computed properties:
Total charge ... 0
Lowest unoccupied orbital energy ... 0.9 eV

Positions of all 22 atoms, in Å:
C -0.026 1.399 0.247
C 1.018 0.330 -0.044
C 1.672 -0.204 1.201
C 1.951 0.611 -1.193
C -2.826 1.082 -0.485
C -0.613 -2.591 0.326
P -1.528 0.338 0.614
P -0.605 -1.105 -0.780
H 0.246 2.048 1.084
H -0.213 2.017 -0.632
H 2.371 -1.007 0.980
H 0.921 -0.560 1.909
H 2.224 0.599 1.696
H 2.481 -0.293 -1.491
H 2.688 1.364 -0.909
H 1.404 0.985 -2.057
H -3.544 0.305 -0.740
H -2.392 1.480 -1.400
H -3.343 1.875 0.052
H 0.106 -2.501 1.137
H -0.380 -3.475 -0.267
H -1.610 -2.698 0.749

=====

Q:
Formula: C6H14P2
Source: OMol25
Level of theory: ωB97M-V/def2-TZVPD

Computed properties:
Total charge ... 0
Lowest unoccupied orbital energy (spin up / spin down) ... -0.9 / -0.9 eV

Positions of all 22 atoms, in Å:
C -1.916 -0.832 0.667
C -2.063 -0.899 -0.787
C -1.391 0.620 1.009
C -1.184 0.284 -1.461
C -1.329 1.376 -0.337
C 3.664 -0.937 0.533
P 2.284 0.308 0.735
P 0.018 2.673 -0.536
H -2.958 -0.945 1.169
H -1.209 -1.469 1.192
H -1.619 -1.870 -1.139
H -3.046 -0.636 -1.162
H -2.165 1.093 1.598
H -0.329 0.754 1.271
H -0.180 -0.043 -1.712
H -1.682 0.622 -2.354
H -2.230 1.771 -0.727
H 3.503 -1.529 -0.481
H 3.795 -1.703 1.257
H 4.685 -0.518 0.683
H 2.302 0.545 -0.553
H 3.050 1.336 1.133

=====

Which structure is most stable? P, by 0.1438 hartree over the runner-up.

=====

P:
Formula: H21O10
Source: OMol25
Level of theory: ωB97M-V/def2-TZVPD

Computed properties:
Total charge ... 0
<S²> ... 0.750
Lowest unoccupied orbital energy (spin up / spin down) ... 0.0 / -0.2 eV
2S+1 ... 2

Positions of all 31 atoms, in Å:
O 0.410 1.300 -0.095
H 0.602 0.775 -1.166
H -2.204 2.944 0.024
O -2.536 2.218 -0.522
H 1.536 0.243 2.201
H -0.054 -2.558 2.148
O 0.613 -3.045 2.649
H 0.870 2.166 -0.065
H 0.914 -2.334 3.223
O 1.156 2.356 2.076
H 1.941 2.771 1.679
H 1.016 2.867 2.898
O 0.518 0.676 -2.437
H -3.033 0.754 1.370
H 0.991 -0.094 -2.780
O -2.007 -1.316 -2.537
H -2.320 -2.182 -2.258
H -0.451 0.544 -2.367
O 0.987 -0.443 1.776
H -2.799 -0.760 -2.547
H 0.170 -0.169 2.234
O 2.341 -0.289 -0.977
H 2.460 -0.977 -1.662
H 0.707 0.681 0.655
O 0.920 -3.068 -1.260
H -3.454 2.500 -0.657
O -2.074 0.735 1.433
H -1.684 0.886 0.532
H 3.153 -0.077 -0.497
H 0.725 -3.214 -2.195
H 0.586 -3.892 -0.876

=====

Q:
Formula: H21O10
Source: OMol25
Level of theory: ωB97M-V/def2-TZVPD

Computed properties:
Total charge ... 0
<S²> ... 0.751
Lowest unoccupied orbital energy (spin up / spin down) ... 0.4 / -0.1 eV
2S+1 ... 2

Positions of all 31 atoms, in Å:
O 3.043 -0.861 -0.719
H 2.649 0.018 -0.706
H -0.679 -1.899 -1.342
O -1.904 -0.558 -2.276
H -2.446 -0.014 -1.524
H -1.098 0.142 -2.459
O -2.693 -1.836 0.418
H 0.228 -1.504 0.168
H -2.888 -2.338 1.189
O -0.319 3.083 1.790
H 0.074 2.332 1.356
H 0.485 3.648 2.135
O 2.635 1.702 1.615
H -3.462 -1.628 -0.059
H 3.426 2.145 1.168
O 0.575 -1.110 -3.018
H 1.536 -1.244 -2.908
H 2.006 2.351 2.080
O -0.129 -2.637 2.136
H 0.299 -1.604 -3.732
H 0.221 -2.071 2.922
O 0.099 2.876 -0.646
H 0.433 2.837 -1.548
H 0.725 -3.163 2.068
O -0.415 -2.210 -0.446
H 3.907 -0.477 -1.123
O -1.913 0.641 1.094
H -0.991 0.449 1.456
H -0.701 3.379 -0.404
H -1.177 -2.121 0.241
H -1.525 1.673 1.072

=====

Which structure is most stable? P, by 0.0724 hartree over the runner-up.